{
  "formula": "C3H3NOS",
  "method": "wB97M-V/def2-TZVPD",
  "relative_energy_kcal_mol": 111.9,
  "spin_multiplicity": 1,
  "orbital_gap_ev": 8.68,
  "lumo_ha": -0.047,
  "symbols": ["C", "C", "C", "H", "H", "H", "N", "O", "S"],
  "coordinates": [[0.77470, -0.83183, 1.19237], [-0.61213, 0.60389, -0.69443], [-1.06506, 1.48982, -1.59463], [2.16172, -1.54331, 1.15485], [0.20807, -0.45995, 2.30626], [-0.15022, -1.61865, 0.66829], [-1.37467, 2.19922, -2.48394], [-1.09165, -0.51325, -0.52608], [1.14925, 0.67407, -0.02269]],
  "forces_ev_per_angstrom": [[0.08, -2.05, 0.05], [3.69, -6.24, 3.27], [-2.34, 5.31, -5.49], [-4.46, 2.25, 0.64], [2.51, -0.98, -3.30], [3.67, 2.54, 1.53], [0.85, -2.00, 2.73], [-1.74, 2.34, -0.87], [-2.26, -1.16, 1.44]],
  "nbo_charge": [-0.809, 0.321, 0.147, 0.250, 0.259, 0.308, -0.162, -0.481, 0.168]
}



{
  "formula": "C7H10Cl2O4S2",
  "method": "wB97M-V/def2-TZVPD",
  "smiles": "C=C[C@@]1(S)OS(=O)(=O)O[C@@]1(Cl)CCCCl",
  "spin_multiplicity": 1,
  "orbital_gap_ev": 8.73,
  "lumo_ha": -0.014,
  "symbols": ["C", "C", "C", "S", "O", "S", "O", "O", "O", "C", "Cl", "C", "C", "C", "Cl", "H", "H", "H", "H", "H", "H", "H", "H", "H", "H"],
  "coordinates": [[0.64218, 2.04313, 1.31398], [0.51768, 1.73982, 0.01809], [1.13817, 0.46336, -0.55382], [1.38526, 0.90302, -2.35201], [2.47781, 0.37504, -0.11120], [2.87798, -1.19527, 0.02824], [3.37512, -1.44198, 1.31353], [3.75168, -1.58108, -0.99349], [1.44108, -1.85503, -0.17488], [0.35282, -0.90566, -0.46409], [-0.22018, -1.53866, -2.03149], [-0.58975, -1.13958, 0.70868], [-1.87047, -0.28602, 0.79957], [-2.80505, -0.33114, -0.40222], [-2.49349, 0.98807, -1.57500], [0.25632, 1.35565, 2.06205], [1.08604, 2.96716, 1.66044], [-0.01348, 2.39981, -0.64931], [0.32805, 1.67642, -2.65521], [-0.89099, -2.18279, 0.65443], [-0.00616, -0.99785, 1.61689], [-1.68175, 0.73836, 1.09243], [-2.44642, -0.71158, 1.62439], [-3.81836, -0.18216, -0.04651], [-2.79411, -1.30102, -0.88349]],
  "forces_ev_per_angstrom": [[-0.19, -0.05, 0.54], [-0.17, -0.37, 0.33], [-2.55, 1.63, -2.46], [0.92, 0.37, -0.33], [-0.86, -1.99, 0.69], [0.51, -0.15, 0.09], [-0.46, 0.17, 1.96], [0.25, -0.04, -2.00], [0.46, 0.79, 0.28], [1.94, -1.28, 0.46], [-0.73, 0.06, 0.59], [-0.83, 0.86, -0.48], [-0.08, -0.53, 0.02], [-0.23, 0.14, 0.61], [0.01, -0.22, -0.04], [1.75, -0.74, 0.34], [-1.45, 0.81, 0.04], [1.31, 0.66, -0.59], [-0.13, -0.28, 0.45], [0.16, -0.14, 0.02], [0.11, -0.04, 0.02], [0.12, 0.18, -0.14], [0.05, -0.08, 0.10], [-0.13, 0.21, -0.10], [0.23, 0.03, -0.41]],
  "nbo_charge": [-0.359, -0.213, 0.056, 0.013, -0.662, 2.562, -0.904, -0.898, -0.715, 0.264, 0.029, -0.454, -0.429, -0.366, -0.075, 0.193, 0.220, 0.225, 0.134, 0.240, 0.241, 0.230, 0.227, 0.220, 0.223]
}



{
  "formula": "C5H12N",
  "method": "wB97M-V/def2-TZVPD",
  "relative_energy_kcal_mol": 56.6,
  "charge": 1,
  "smiles": "CCC/C=C/[NH3+]",
  "spin_multiplicity": 1,
  "orbital_gap_ev": 10.15,
  "lumo_ha": -0.142,
  "symbols": ["C", "C", "C", "C", "C", "N", "H", "H", "H", "H", "H", "H", "H", "H", "H", "H", "H", "H"],
  "coordinates": [[2.31844, 1.57462, -0.07797], [0.94064, 1.70037, -0.85260], [0.32994, 0.26829, -0.92910], [-0.31956, -0.33613, 0.24560], [-1.20448, -1.32249, 0.15999], [-2.06709, -1.85628, 1.22459], [3.07872, 1.94236, -0.73413], [2.34567, 2.15776, 0.86323], [2.56603, 0.53162, 0.17187], [0.44475, 2.45821, -0.30750], [1.23317, 2.13674, -1.86556], [-0.38595, 0.44492, -1.75334], [1.04164, -0.26417, -1.54914], [-0.22395, 0.22755, 1.19742], [-1.02835, -2.01185, -0.72374], [-1.46805, -2.56109, 1.65256], [-2.42953, -1.11923, 1.83142], [-2.91641, -2.29623, 0.85472]],
  "forces_ev_per_angstrom": [[-0.68, 0.05, 0.34], [3.18, -0.90, 0.50], [-0.26, 2.35, -3.16], [-1.05, 1.00, 1.62], [1.57, -0.97, -2.54], [0.29, 0.11, -0.57], [0.76, 0.20, -0.09], [-0.03, -0.26, -0.54], [-0.09, 0.29, -0.10], [-1.46, 0.47, 0.26], [-1.00, -0.98, 1.11], [-0.71, -0.60, 0.65], [0.51, -0.93, 0.77], [-0.10, -0.24, -0.54], [-1.22, 0.79, 1.06], [-0.59, -0.13, 0.97], [0.56, -0.08, 0.50], [0.32, -0.16, -0.22]],
  "nbo_charge": [-0.621, -0.393, -0.503, -0.090, -0.132, -0.684, 0.225, 0.214, 0.195, 0.215, 0.231, 0.251, 0.259, 0.222, 0.239, 0.460, 0.457, 0.455]
}



{
  "formula": "CHClFNO2",
  "method": "wB97M-V/def2-TZVPD",
  "relative_energy_kcal_mol": 8.2,
  "smiles": "O=[N+]([O-])[C@@H](F)Cl",
  "spin_multiplicity": 1,
  "orbital_gap_ev": 11.04,
  "lumo_ha": -0.027,
  "symbols": ["C", "N", "O", "O", "F", "Cl", "H"],
  "coordinates": [[0.59966, 0.13360, -0.03795], [-0.89964, -0.21165, 0.33948], [-1.04081, -1.10449, 1.14605], [-1.70435, 0.54790, -0.13814], [1.46741, -0.85068, 0.40766], [0.66219, 0.34480, -1.93021], [0.91554, 1.14052, 0.21311]],
  "forces_ev_per_angstrom": [[0.91, -1.32, -2.25], [1.55, 0.46, 0.62], [-0.20, 0.57, -0.82], [-0.01, -0.58, 0.27], [-1.87, 1.86, -0.84], [-0.04, -0.76, 2.08], [-0.34, -0.22, 0.94]],
  "nbo_charge": [0.295, 0.503, -0.318, -0.326, -0.300, -0.071, 0.218]
}



{
  "formula": "C21H20Br4ErN3O9",
  "method": "wB97M-V/def2-TZVPD",
  "spin_multiplicity": 4,
  "orbital_gap_ev": [6.61, 6.62],
  "lumo_ha": [-0.026, -0.026],
  "symbols": ["Er", "C", "N", "C", "C", "O", "C", "O", "C", "C", "O", "N", "C", "C", "H", "H", "H", "H", "H", "H", "H", "H", "H", "H", "H", "H", "H", "H", "H", "H", "Br", "C", "C", "Br", "C", "Br", "C", "O", "C", "O", "C", "Br", "O", "C", "C", "C", "C", "C", "C", "C", "O", "N", "O", "O", "H", "H", "H", "H"],
  "coordinates": [[8.86556, 13.02795, 8.28111], [11.89945, 17.77272, 8.13727], [11.75736, 16.33782, 7.98373], [12.91479, 15.58776, 7.45615], [10.66398, 15.63932, 8.26538], [10.59070, 14.42573, 8.27512], [8.24558, 16.22477, 8.29261], [7.69168, 15.02949, 8.83006], [6.97305, 15.09096, 10.04805], [7.74488, 14.23970, 11.01314], [8.86478, 13.84142, 10.68901], [7.23766, 13.94886, 12.22279], [5.95992, 14.43291, 12.75403], [8.16431, 13.23974, 13.13935], [12.98648, 17.90691, 8.04370], [11.37511, 18.31454, 7.36185], [11.59812, 18.10018, 9.12011], [12.57336, 14.68789, 6.93501], [13.29872, 16.19309, 6.65537], [13.73386, 15.40428, 8.16352], [7.72386, 17.02683, 8.77654], [7.10492, 15.79609, 6.61357], [6.85742, 16.11456, 10.45108], [5.97177, 14.62188, 9.90921], [5.29763, 14.72110, 11.92653], [5.53506, 13.55436, 13.23961], [6.04633, 15.23835, 13.47195], [9.05535, 13.85200, 13.36671], [7.65138, 13.06737, 14.08233], [8.50067, 12.30836, 12.69422], [7.21119, 6.27157, 9.31175], [7.14614, 8.17270, 9.44255], [6.02243, 8.83688, 9.94918], [4.58503, 7.80737, 10.70042], [6.00688, 10.20201, 9.95069], [4.59553, 11.16151, 10.67766], [7.01612, 10.97125, 9.37083], [7.00537, 12.29756, 9.20759], [8.20131, 10.33839, 8.97658], [9.24900, 11.05392, 8.55445], [8.19824, 8.94408, 9.03900], [9.86008, 8.20136, 8.45769], [8.63065, 13.60768, 6.30748], [9.30030, 14.51857, 5.65096], [9.11096, 15.85842, 5.86038], [9.92837, 16.79670, 5.15667], [9.69852, 18.12270, 5.29408], [8.50153, 18.63276, 5.95178], [7.71164, 17.80775, 6.58485], [8.03144, 16.35735, 6.76351], [9.60822, 16.44171, 8.63643], [10.67526, 18.97922, 4.64207], [10.38653, 20.16941, 4.60260], [11.76756, 18.52403, 4.31183], [10.05028, 14.17167, 4.96610], [10.74238, 16.46281, 4.55947], [8.25380, 19.70394, 5.85321], [6.83048, 18.11173, 7.15024]],
  "forces_ev_per_angstrom": [[-0.73, 0.40, 1.98], [0.92, -0.27, -0.07], [0.29, -1.34, 0.10], [-0.41, 0.18, -0.56], [-0.88, 2.17, 0.28], [0.45, -0.99, -0.13], [0.39, -0.74, -0.12], [-0.08, 0.69, -0.78], [-0.91, -0.36, 0.20], [0.01, -0.33, 1.30], [0.51, -0.23, -0.41], [0.86, 0.46, 0.07], [0.07, -1.01, -0.77], [-0.13, 0.61, 0.00], [-0.46, 0.52, 0.01], [-0.09, 0.16, -0.12], [-0.22, 0.08, 0.22], [0.09, -0.04, 0.65], [0.41, 0.45, -0.31], [-0.54, -0.09, 0.09], [-0.05, 0.55, 0.30], [0.00, -0.20, -0.22], [0.14, -0.30, -0.40], [0.65, 0.42, -0.17], [0.18, -0.06, 0.37], [-0.39, 0.24, 0.09], [0.25, 0.25, 0.09], [-0.37, -0.16, -0.28], [-0.13, -0.16, -0.10], [-0.10, -0.07, 0.00], [0.01, 0.50, 0.09], [-0.95, -0.57, 0.45], [0.03, -1.75, 0.22], [0.41, 0.47, -0.27], [-0.07, 1.04, -0.34], [-0.74, 0.53, 0.34], [0.68, 0.99, -0.14], [-0.48, -0.31, 0.06], [-0.13, -1.24, 0.20], [-0.37, -1.36, 0.17], [2.04, 0.35, -0.90], [-0.26, -0.28, 0.06], [0.38, 0.80, -1.84], [-1.11, -0.14, 1.06], [0.38, -0.22, -0.71], [-0.89, 0.25, 1.04], [0.60, -0.84, -0.87], [0.70, 2.02, -0.99], [-0.75, -0.78, 0.77], [-0.81, -0.33, 0.75], [0.73, 0.03, 0.30], [-0.06, 0.89, 1.07], [0.17, -0.22, -0.40], [-0.66, 0.07, -0.15], [0.42, -0.13, -0.51], [0.54, -0.24, -0.36], [0.33, -0.70, 0.11], [0.09, 0.34, -0.47]],
  "nbo_charge": [2.135, -0.398, -0.406, -0.416, 0.961, -0.729, 0.418, -0.565, -0.165, 0.703, -0.681, -0.397, -0.409, -0.410, 0.216, 0.221, 0.218, 0.232, 0.215, 0.215, 0.185, 0.247, 0.210, 0.251, 0.213, 0.224, 0.201, 0.209, 0.207, 0.235, 0.086, -0.170, -0.128, 0.070, -0.220, 0.066, 0.321, -0.899, 0.221, -0.862, -0.126, 0.055, -0.830, 0.331, -0.266, -0.021, -0.092, -0.208, -0.176, -0.322, -0.541, 0.520, -0.395, -0.415, 0.166, 0.235, 0.253, 0.208]
}



{
  "formula": "C22H20N2O5S",
  "method": "wB97M-V/def2-TZVPD",
  "relative_energy_kcal_mol": 50.6,
  "smiles": "CN(C)[C@H](CNC(=O)c1ccc2c(c1)S(=O)(=O)c1ccccc1C2=O)c1ccco1",
  "spin_multiplicity": 1,
  "orbital_gap_ev": 7.56,
  "lumo_ha": -0.040,
  "symbols": ["C", "N", "C", "H", "H", "H", "C", "C", "C", "C", "C", "O", "H", "H", "H", "H", "C", "N", "C", "O", "C", "C", "C", "C", "C", "C", "H", "H", "C", "O", "C", "C", "C", "C", "C", "C", "H", "H", "H", "H", "S", "O", "O", "H", "H", "H", "H", "H", "H", "H"],
  "coordinates": [[-5.46291, -1.51908, 1.47203], [-4.44828, -1.82711, 0.48351], [-3.27796, -2.40988, 1.10464], [-3.60014, -3.28080, 1.67513], [-2.75891, -1.72771, 1.79155], [-2.58469, -2.75589, 0.34113], [-4.21565, -0.69989, -0.41340], [-3.70603, 0.56007, 0.23216], [-2.57442, 0.87853, 0.93161], [-2.66869, 2.25867, 1.23615], [-3.84485, 2.67722, 0.70027], [-4.47687, 1.65957, 0.09833], [-4.32565, 3.63474, 0.68136], [-1.95327, 2.84467, 1.77559], [-1.76489, 0.23431, 1.21078], [-5.20349, -0.44920, -0.81954], [-3.33040, -1.10014, -1.62371], [-1.92806, -0.83335, -1.43306], [-1.40733, 0.37056, -1.77748], [-1.98577, 1.17747, -2.47499], [-0.03668, 0.63765, -1.23251], [0.88508, -0.36646, -0.95174], [2.11586, -0.03819, -0.42419], [2.46804, 1.27883, -0.15523], [1.54003, 2.28301, -0.44641], [0.30871, 1.96466, -0.98122], [-0.41481, 2.73230, -1.21105], [1.81187, 3.30770, -0.24147], [3.78367, 1.68123, 0.40502], [3.92621, 2.75576, 0.95059], [4.94020, 0.77123, 0.19694], [4.82423, -0.59569, -0.02674], [5.93498, -1.38778, -0.23445], [7.19792, -0.81605, -0.22788], [7.33609, 0.54455, 0.00412], [6.21976, 1.33158, 0.21626], [6.31031, 2.39201, 0.39873], [8.31829, 0.99199, 0.02045], [8.06913, -1.43022, -0.39650], [5.78882, -2.44308, -0.40348], [3.21383, -1.36564, 0.05766], [2.92968, -1.67884, 1.43297], [3.12762, -2.43611, -0.89684], [0.69044, -1.40827, -1.15767], [-1.44331, -1.38428, -0.74282], [-3.48360, -2.15920, -1.83636], [-3.63402, -0.50563, -2.48757], [-5.72130, -2.43369, 2.00372], [-5.13445, -0.76880, 2.20591], [-6.35431, -1.14733, 0.96969]],
  "forces_ev_per_angstrom": [[0.04, -0.04, 0.01], [-0.09, 0.01, -0.05], [-0.10, 0.06, -0.03], [0.10, -0.03, 0.01], [0.04, 0.00, 0.04], [0.11, -0.10, -0.01], [-0.03, 0.12, -0.26], [0.53, -0.51, 0.30], [-0.51, -0.22, -0.14], [-0.42, 0.30, -0.13], [0.66, 0.39, 0.43], [-0.43, -0.08, -0.24], [-0.14, 0.09, -0.06], [0.09, 0.20, 0.12], [0.08, -0.18, -0.01], [0.14, 0.00, 0.02], [-0.29, 0.13, -0.01], [0.14, -0.40, 0.03], [0.18, -0.22, -0.09], [-0.06, 0.21, 0.02], [0.37, 0.14, 0.13], [-0.17, -0.08, -0.10], [0.67, -0.07, 0.19], [-0.52, 0.26, -0.08], [0.19, -0.19, 0.09], [-0.09, -0.13, -0.08], [-0.05, 0.05, -0.04], [0.02, 0.05, 0.02], [0.06, 0.29, 0.14], [-0.03, -0.22, -0.17], [0.58, 0.12, 0.12], [-0.59, 0.13, -0.06], [-0.04, -0.23, -0.06], [-0.15, 0.01, 0.06], [0.00, -0.03, -0.01], [-0.25, -0.05, 0.03], [-0.01, 0.06, 0.01], [0.07, 0.04, -0.02], [0.05, -0.07, -0.02], [0.08, -0.14, -0.05], [-0.13, -0.07, 0.14], [0.09, 0.24, 0.04], [0.10, 0.19, -0.24], [-0.13, -0.12, -0.08], [0.04, 0.15, -0.06], [-0.04, 0.06, -0.03], [-0.01, -0.15, 0.09], [-0.05, 0.00, 0.07], [-0.01, 0.03, 0.02], [-0.07, 0.03, 0.02]],
  "nbo_charge": [-0.413, -0.428, -0.416, 0.211, 0.172, 0.183, -0.106, 0.268, -0.328, -0.319, 0.090, -0.399, 0.205, 0.231, 0.226, 0.227, -0.232, -0.614, 0.673, -0.607, -0.104, -0.207, -0.213, -0.142, -0.157, -0.149, 0.248, 0.243, 0.545, -0.507, -0.163, -0.209, -0.212, -0.177, -0.196, -0.143, 0.240, 0.224, 0.225, 0.244, 2.157, -0.920, -0.927, 0.241, 0.395, 0.218, 0.245, 0.201, 0.174, 0.202]
}



Question: What is the formula in the first record?
Answer: C3H3NOS